Record 1
DFT (ωB97M-V/def2-TZVPD) results for a 2-piece molecular cluster, C11H14NO2S overall in a non-equilibrium geometry.

The geometry in XYZ format:
```
29
Properties=species:S:1:pos:R:3:forces:R:3:lowdin_charge:R:1
C 3.015226 2.031103 0.075899 3.06 2.64 -0.69 -0.159
C 3.582600 1.125687 0.941805 -0.37 0.16 0.06 -0.134
C 1.982414 1.894410 -0.766086 -2.17 0.41 -0.11 -0.053
C 2.979027 -0.095263 0.965382 0.36 -3.15 1.02 -0.073
C 1.386315 0.659130 -0.731120 -0.03 -1.52 -0.52 -0.315
C 1.981583 -0.381019 0.022568 -0.66 0.15 0.46 -0.210
C -0.239594 -0.976352 -1.325338 -2.84 -0.92 1.41 -0.203
C -2.916081 0.470565 -0.887454 1.59 -0.95 0.54 -0.107
C -1.315296 0.200911 1.067020 -0.22 -0.27 0.33 -0.139
C -2.799660 -1.772566 0.441803 1.03 1.49 -2.64 -0.077
C -2.051904 -0.499144 -0.019945 1.20 -0.05 -2.55 -0.413
N 0.342653 0.249657 -1.505690 0.81 0.44 0.87 -0.060
O 0.455048 -2.465286 0.885307 0.09 0.69 0.07 -0.382
O 1.572644 -2.782226 -1.270773 -0.21 2.27 1.94 -0.411
S 0.928588 -1.791149 -0.322990 0.59 -3.75 -1.80 0.665
H 3.665684 2.861248 -0.182058 -0.26 0.85 0.75 0.097
H 4.428983 1.432529 1.539607 0.00 -0.29 0.05 0.092
H 1.411639 2.734116 -1.206709 0.99 -0.40 -0.20 0.125
H 3.379116 -0.901202 1.693741 -0.92 1.20 -1.42 0.142
H -2.383801 1.445917 -0.845111 -0.40 -0.46 -0.92 0.069
H -3.182958 0.016484 -1.856268 0.75 0.53 -0.09 0.068
H -3.883426 0.643678 -0.469301 -0.88 0.20 0.95 0.037
H -1.999656 0.712297 1.715995 -0.56 0.49 0.89 0.066
H -0.494855 0.884392 0.901964 -0.10 0.78 -1.24 0.065
H -0.755892 -0.519952 1.601089 0.08 -1.12 1.16 0.044
H -3.693697 -1.430128 0.878475 -1.27 0.25 1.31 0.042
H -2.094981 -2.218576 1.074466 0.43 -1.33 1.15 0.036
H -3.134628 -2.423302 -0.393737 0.64 0.27 0.31 0.084
H -0.165097 0.894027 -2.022539 -0.74 1.38 -1.08 0.100
```
Positions in Å, forces in eV/Å.

Properties
HOMO-LUMO gap (spin up / spin down) = 5.7 / 5.7 eV
charge = -1
lowest unoccupied orbital energy (spin up / spin down) = 3.3 / 3.3 eV
energy above the lowest of the compared OMol25 structures with the same formula, charge and spin = 53.5 kcal/mol
largest force on an atom = 0.0816 Eh/bohr

***

Record 2
DFT (ωB97M-V/def2-TZVPD) results for a 2-piece molecular cluster, CH2N4O2 overall in a non-equilibrium geometry.

The geometry in XYZ format:
```
9
Properties=species:S:1:pos:R:3:forces:R:3:lowdin_charge:R:1
H -0.445958 -1.944200 0.878468 0.69 -1.81 0.09 0.042
N -0.510966 -1.084944 0.405540 -4.52 -0.02 -1.01 0.085
N 0.453741 -0.409456 0.592709 3.30 -0.34 0.48 -0.108
N 0.846228 0.676166 0.787785 0.34 2.64 1.57 -0.097
N 1.576614 1.591487 0.367308 1.49 0.04 -0.68 0.040
H 2.012212 2.138307 1.147196 -1.32 -0.50 -0.45 0.059
O -3.575429 -1.999063 -1.555504 -0.68 0.23 -0.37 0.192
C -4.291193 -1.220811 -1.072047 0.99 -0.03 1.06 -0.409
O -4.893551 -0.445023 -0.449918 -0.27 -0.21 -0.69 0.197
```
Positions in Å, forces in eV/Å.

Properties
HOMO-LUMO gap = 9.1 eV
charge = 0
lowest unoccupied orbital energy = 0.4 eV
energy above the lowest of the compared OMol25 structures with the same formula, charge and spin = 70.6 kcal/mol
largest force on an atom = 0.0900 Eh/bohr

***

Record 3
DFT (ωB97M-V/def2-TZVPD) results for an isolated molecule of C5H8Cl2 in a non-equilibrium geometry.

The geometry in XYZ format:
```
15
Properties=species:S:1:pos:R:3:forces:R:3:lowdin_charge:R:1
C 0.357122 -1.221271 1.313343 0.36 -0.06 0.79 -0.053
C -0.273368 -0.046034 0.646695 0.92 0.20 -0.70 -0.444
C -0.460396 1.078867 1.279961 -0.12 0.39 1.05 -0.556
Cl -1.211388 2.463512 0.642909 -0.13 0.69 -0.29 0.657
C -0.425888 -0.204514 -0.830158 -0.66 -1.53 -0.67 -0.691
C 0.581691 0.508657 -1.720296 -0.91 0.81 0.72 -0.096
Cl -2.173304 -0.006513 -1.367831 0.59 0.19 0.03 0.549
H -0.353740 -2.038943 1.218137 0.24 -0.42 -0.01 0.088
H 1.309021 -1.455037 0.819442 -0.27 -0.26 -0.03 0.090
H 0.594548 -1.098731 2.394370 -0.36 0.20 -0.73 0.095
H -0.167448 1.173710 2.308695 -0.13 0.12 0.33 0.071
H -0.292711 -1.270851 -0.986559 -0.04 -0.15 -0.27 0.079
H 0.510735 1.566728 -1.507868 -0.01 0.41 -0.27 0.059
H 0.432579 0.325370 -2.775021 -0.17 -0.14 -0.13 0.077
H 1.572546 0.225052 -1.435817 0.69 -0.44 0.18 0.076
```
Positions in Å, forces in eV/Å.

Properties
HOMO-LUMO gap = 10.2 eV
charge = 0
lowest unoccupied orbital energy = 0.8 eV
energy above the lowest of the compared OMol25 structures with the same formula, charge and spin = 16.7 kcal/mol
largest force on an atom = 0.0349 Eh/bohr

***

Record 4
DFT (ωB97M-V/def2-TZVPD) results for an isolated molecule of C4H11BrN2 in a non-equilibrium geometry.

The geometry in XYZ format:
```
18
Properties=species:S:1:pos:R:3:forces:R:3:lowdin_charge:R:1
C -1.144782 -1.104874 -0.477929 2.04 -2.42 1.58 -0.115
C -0.660684 0.271091 -0.406825 0.73 1.73 -0.42 -0.429
C -1.803862 1.082451 0.269852 3.38 2.31 0.15 -0.072
C 0.572996 0.253975 0.539187 -2.80 0.26 0.63 -0.315
N 1.642180 -0.577858 0.108362 0.06 -0.74 0.44 -0.427
N 2.422393 -0.014270 -0.766064 0.93 1.63 -1.03 -0.019
Br 2.812704 -1.197092 1.802671 -0.35 0.36 -0.03 0.305
H -1.399974 -1.599824 0.489608 0.21 1.09 0.11 0.115
H -1.996841 -1.249772 -0.984834 -3.02 -0.33 -2.48 0.037
H -0.393326 -1.810970 -0.790817 0.35 -0.15 -0.76 0.081
H -0.330252 0.799823 -1.377209 -0.81 -1.23 1.04 0.158
H -1.875777 0.717724 1.320995 0.23 1.16 -0.36 0.099
H -2.678322 0.786621 -0.146331 -2.79 -0.83 -1.54 0.020
H -1.693284 2.236043 -0.017879 -0.21 -2.31 1.55 0.129
H 0.603407 1.308267 0.811939 1.65 0.22 0.26 0.121
H 0.084068 -0.277066 1.339878 0.55 0.05 0.92 0.085
H 2.662863 0.992580 -0.637478 0.05 -1.06 0.01 0.129
H 3.176493 -0.616849 -1.077127 -0.19 0.28 -0.07 0.099
```
Positions in Å, forces in eV/Å.

Properties
HOMO-LUMO gap = 8.6 eV
charge = 0
lowest unoccupied orbital energy = -0.1 eV
energy above the lowest of the compared OMol25 structures with the same formula, charge and spin = 20.3 kcal/mol
largest force on an atom = 0.0797 Eh/bohr

***

Number 2 is which compound?
CH2N4O2

***

The lowest charge belongs to which entry?
C11H14NO2S